(1)
Molecular formula: CH7NO4
Method: DFT, ωB97M-V/def2-TZVPD

Values from the calculation:
Kohn-Sham gap (eV): 10.44
Multiplicity: 1
HOMO (Ha): -0.37957
M (g/mol): 97.070
Relative energy (zero: lowest compared OMol25 entry of this formula, charge and spin) (kcal/mol): 19.02

Structure (XYZ):
```
13
CH7NO4 (ωB97M-V/def2-TZVPD)
N 2.05012 -0.47726 -0.70702
C 1.34270 -0.09714 -1.83266
O 0.20795 0.59004 -1.54806
O 1.73212 -0.39226 -2.92469
H 2.79703 -1.14702 -0.76220
H 1.89529 -0.14632 0.20905
H 0.45056 1.10473 -0.76045
H -0.02559 2.50902 1.99245
H -0.92609 2.91761 0.94266
O -0.12556 2.38283 1.03823
H -2.40133 -2.10488 1.59548
H -3.69790 -2.75377 0.98360
O -3.29929 -2.38558 1.77363
```


(2)
Molecular formula: C6H11P
Method: DFT, ωB97M-V/def2-TZVPD

Values from the calculation:
Kohn-Sham gap (spin up / spin down) (eV): 7.27 / 7.27
Multiplicity: 1
HOMO (spin up / spin down) (Ha): -0.29056 / -0.29044
M (g/mol): 114.128
Relative energy (zero: lowest compared OMol25 entry of this formula, charge and spin) (kcal/mol): 133.46

Structure (XYZ):
```
18
C6H11P (ωB97M-V/def2-TZVPD)
C -0.96350 -0.26451 -1.01349
C 0.03822 -1.04447 0.45362
C -0.59203 -1.93964 1.27597
C -2.24225 -0.04578 -0.46755
C 2.04632 0.05180 -1.19944
C 0.89903 1.68792 0.59676
P 1.59737 -0.06275 0.64198
H -1.48974 -2.44101 1.05889
H -0.34783 -2.27759 2.23641
H -2.24785 -0.21639 0.61571
H -2.65468 0.94996 -0.58565
H -3.09089 -0.70081 -0.82457
H 2.59209 -0.85246 -1.71149
H 1.16194 0.27610 -1.68495
H 2.88677 0.77474 -1.34563
H 1.82014 2.41291 0.59344
H 0.11509 1.86021 -0.26268
H 0.47181 1.83177 1.62268
```


(3)
Molecular formula: C2H3N4
Method: DFT, ωB97M-V/def2-TZVPD

Values from the calculation:
Kohn-Sham gap (eV): 8.50
Multiplicity: 1
HOMO (Ha): -0.60475
M (g/mol): 83.074
Total charge: +1
Relative energy (zero: lowest compared OMol25 entry of this formula, charge and spin) (kcal/mol): 96.21

Structure (XYZ):
```
9
C2H3N4 (ωB97M-V/def2-TZVPD)
C -3.31757 -0.15810 0.92949
C 1.70291 0.21971 0.08950
N -1.70011 -0.40917 -0.87685
N -0.56629 -0.35441 -0.60525
N -2.63838 -0.26324 -0.00205
N 0.35544 -0.36196 0.07858
H 1.42224 1.36686 -0.04836
H 2.28156 0.09450 1.02993
H 2.46020 -0.13420 -0.59499
```


(4)
Molecular formula: C5H8N3O2
Method: DFT, ωB97M-V/def2-TZVPD

Values from the calculation:
Kohn-Sham gap (eV): 7.97
Multiplicity: 1
HOMO (Ha): -0.49052
M (g/mol): 142.138
Total charge: +1
Relative energy (zero: lowest compared OMol25 entry of this formula, charge and spin) (kcal/mol): 31.78

Structure (XYZ):
```
18
C5H8N3O2 (ωB97M-V/def2-TZVPD)
C -2.74181 1.03485 0.16820
C -3.07700 -0.31429 0.10758
C -0.92792 -0.19240 0.12270
C 0.38867 -0.67954 -0.08281
C 1.63765 0.24210 -0.36181
N -1.34855 1.06692 0.09281
N 1.63539 1.58632 0.18532
N 0.77429 -1.92933 0.01356
O -1.95097 -1.06216 0.05201
O 2.70926 -0.53748 0.08856
H -3.24436 1.97475 0.06350
H -4.06349 -0.63094 -0.10210
H 1.58701 0.37211 -1.44394
H 1.70877 1.57106 1.20124
H 1.54692 2.44970 -0.28240
H 1.79994 -2.08216 0.08790
H 0.05129 -2.58892 0.29476
H 3.51491 -0.28057 -0.20509
```


(5)
Molecular formula: C50H45CuF9NO3PS2
Method: DFT, ωB97M-V/def2-TZVPD

Values from the calculation:
Kohn-Sham gap (spin up / spin down) (eV): 7.89 / 7.28
Multiplicity: 2
HOMO (spin up / spin down) (Ha): -0.28789 / -0.28775
M (g/mol): 1037.550
Relative energy (zero: lowest compared OMol25 entry of this formula, charge and spin) (kcal/mol): 3.05

Structure (XYZ):
```
112
C50H45CuF9NO3PS2 (ωB97M-V/def2-TZVPD)
Cu 2.83545 -1.90284 -2.97164
C -1.07939 6.00515 -2.99934
C -0.82083 5.26605 -1.75489
C 0.25229 5.60172 -0.90428
C 0.50628 4.81987 0.18984
C -0.39118 3.88384 0.65928
C -1.44331 3.50019 -0.16455
C -1.72974 4.30701 -1.30427
S 0.09532 2.63847 1.86254
O 0.26388 1.44121 1.02910
C -1.41593 2.42825 2.95714
C -2.41014 3.40616 2.92929
C -3.55981 3.34287 3.71055
C -3.70798 2.22965 4.55827
C -4.86429 2.08592 5.30377
C -5.00541 1.06899 6.21398
C -3.97763 0.17949 6.38422
C -2.96934 0.08139 5.47468
C -2.73104 1.18952 4.60940
C -1.55842 1.27780 3.73459
C -0.64045 0.12382 3.53074
C 0.37994 -0.10080 4.46952
C 0.59675 0.72190 5.55359
C 1.45359 0.35305 6.63463
C 2.13406 -0.89029 6.56684
C 2.07972 -1.58132 5.43036
C 1.18061 -1.33925 4.38547
C 0.92382 -2.20770 3.34236
C -0.07239 -1.91974 2.43065
C -0.84678 -0.77857 2.46896
S -2.06670 -0.36900 1.19878
O -1.59083 -1.11630 0.00683
C -3.46474 -1.38605 1.81122
C -4.58754 -0.76066 2.40241
C -5.71756 -1.54897 2.69162
C -5.75688 -2.92804 2.39643
C -6.92566 -3.80407 2.89244
C -4.70929 -3.44492 1.61996
C -3.57721 -2.66953 1.33899
H -1.61360 5.45023 -3.78858
H -0.11752 6.35166 -3.48879
H -1.74229 6.91774 -2.75782
H 0.83853 6.51651 -0.96961
H 1.37467 5.02306 0.76164
H -2.09771 2.65348 -0.02997
H -2.60464 4.08657 -1.90720
H -2.33037 4.21742 2.21807
H -4.34561 4.10003 3.54680
H -5.72321 2.74958 5.10441
H -5.92590 1.02419 6.82021
H -3.99851 -0.57092 7.12073
H -2.25605 -0.73820 5.40854
H 0.10608 1.72476 5.58345
H 1.42119 0.95294 7.52444
H 2.66413 -1.22616 7.43741
H 2.76278 -2.40051 5.32838
H 1.50645 -3.09324 3.27561
H -0.29327 -2.60646 1.61309
H -4.56625 0.29565 2.81339
H -6.62298 -1.12532 3.14308
H -7.37508 -4.40366 2.07643
H -7.74403 -3.09715 3.17723
H -6.63613 -4.35928 3.75354
H -4.67444 -4.51108 1.48661
H -2.72302 -3.03908 0.74068
C 3.10097 -6.59941 -4.40412
C 4.34034 -5.92168 -3.88625
C 4.04116 -4.53912 -3.67525
N 3.61140 -3.44300 -3.59222
H 3.26595 -7.66048 -4.52952
H 2.84727 -6.14586 -5.36699
H 2.21903 -6.50232 -3.79253
H 5.09333 -6.14975 -4.66286
H 4.72280 -6.43429 -3.00223
F 2.31215 -3.90601 -0.64886
C 2.65748 -2.62355 -0.92896
F 3.88390 -2.33179 -0.41119
F 1.73000 -1.84312 -0.28875
C -0.75461 0.24620 -3.59985
C 0.10729 -1.03253 -3.85026
O 1.25318 -0.90930 -3.01249
C 0.50964 -1.02710 -5.36302
F 1.13125 0.15578 -5.65345
F 1.38185 -2.03788 -5.71346
F -0.54314 -1.10052 -6.17899
C -0.61770 -2.44137 -3.63048
F -0.84674 -3.10457 -4.81409
F 0.15830 -3.21721 -2.82068
F -1.81376 -2.27286 -2.95236
H -0.19510 1.10837 -3.87940
H -0.91958 0.30273 -2.52320
H -1.72828 0.20760 -4.10211
C 3.74488 0.88483 -0.99486
P 4.13434 0.02566 -2.55311
C 5.97288 -0.08647 -2.46665
C 3.94270 1.36214 -3.78724
C 3.19053 2.50908 -3.52509
C 3.22711 3.51959 -4.51179
C 3.87741 3.39030 -5.71493
C 4.52078 2.17635 -5.94558
C 4.64797 1.18643 -4.98960
H 4.32853 1.84564 -0.92124
H 3.99890 0.29237 -0.12200
H 2.65860 1.06052 -0.96343
H 6.40559 0.87995 -2.22002
H 6.34479 -0.45570 -3.46327
H 6.23304 -0.81662 -1.72890
H 2.57885 2.58518 -2.63778
H 2.63619 4.41406 -4.31853
H 3.96502 4.18021 -6.44244
H 5.02087 1.89123 -6.87649
H 5.25820 0.28124 -5.21469
```


(6)
Molecular formula: C6H6
Method: DFT, ωB97M-V/def2-TZVPD

Values from the calculation:
Kohn-Sham gap (eV): 10.20
Multiplicity: 1
HOMO (Ha): -0.33924
M (g/mol): 78.114
Relative energy (zero: lowest compared OMol25 entry of this formula, charge and spin) (kcal/mol): 85.90

Structure (XYZ):
```
12
C6H6 (ωB97M-V/def2-TZVPD)
C -1.74185 0.76689 -0.03079
C -1.38288 -0.73585 0.03098
C 0.05507 -0.87411 -0.16813
C 1.23956 -0.69146 -0.01958
C 2.55052 -0.27682 0.03568
C 3.65692 0.20012 0.02349
H -2.66335 0.99957 0.50954
H -0.93298 1.37179 0.39054
H -1.86967 1.08680 -1.07094
H -2.00545 -1.31446 -0.65796
H -1.51773 -1.19606 1.01498
H 4.61185 0.66358 -0.05780
```